# C42H104N8O2

A 8-piece molecular cluster, C42H104N8O2 overall (ωB97M-V/def2-TZVPD, OMol25).

Gap between HOMO and LUMO (eV): 8.6
M (u): 753.3
Calculated total energy (eV): -61253.8800
E_LUMO (eV): 0.60
Net charge: 0
HOMO (eV): -7.99
SMILES: CCN(CC)CC.CCN(CC)CC.CCN(CC)CC.CCN(CC)CC.CCN(CC)CC.CCN(CC)CC.CNC(C)=O.CNC(C)=O

CARTESIAN COORDINATES (ANGSTROEM)
C: -24.70 23.78 -17.46
H: -28.35 25.50 -10.29
H: -26.14 31.38 -14.51
H: -26.17 21.83 -18.59
C: -23.22 26.64 -6.51
H: -20.62 25.59 -5.12
H: -23.66 23.54 -17.68
C: -20.02 30.05 -13.39
C: -20.13 24.82 -9.19
H: -24.31 27.60 -8.14
C: -20.30 29.59 -14.82
H: -17.08 23.84 -12.03
H: -27.87 23.86 -12.20
H: -25.72 32.96 -15.16
H: -26.36 25.54 -12.58
N: -21.27 30.24 -12.60
H: -24.34 25.90 -17.07
C: -20.16 31.54 -10.76
H: -20.90 30.22 -15.48
H: -22.42 28.73 -13.02
H: -25.88 26.21 -6.01
H: -19.31 31.66 -11.42
H: -18.94 23.96 -7.07
H: -22.18 24.33 -9.23
C: -23.47 31.35 -12.29
H: -18.16 26.15 -8.06
H: -24.86 25.74 -10.75
H: -21.74 32.35 -13.10
C: -22.07 26.69 -11.61
H: -24.33 29.34 -14.25
H: -27.72 29.75 -18.72
H: -26.45 31.04 -19.10
N: -23.04 28.01 -13.35
C: -19.87 24.46 -6.81
O: -26.24 29.86 -16.52
C: -26.90 30.78 -16.98
N: -20.14 25.48 -7.84
H: -15.34 25.02 -15.55
H: -24.00 22.30 -20.60
H: -23.01 25.63 -6.17
H: -21.54 27.60 -11.35
H: -19.10 26.97 -6.81
H: -22.26 27.12 -6.63
H: -19.45 30.97 -13.51
O: -23.67 25.82 -13.22
C: -26.54 32.25 -15.04
C: -20.98 30.35 -11.15
H: -27.77 32.62 -16.73
H: -14.77 23.82 -14.37
H: -25.89 27.18 -12.14
C: -23.36 27.77 -4.48
C: -16.80 23.71 -14.68
C: -18.88 24.78 -13.88
H: -22.55 28.47 -4.68
H: -21.93 30.31 -10.62
C: -23.87 28.38 -14.47
H: -20.61 23.51 -13.53
H: -19.36 23.43 -12.21
H: -20.44 29.44 -10.88
H: -26.70 28.61 -13.48
H: -21.24 22.95 -8.81
C: -24.51 21.78 -19.79
H: -20.65 23.70 -6.89
H: -15.67 24.72 -12.44
C: -23.00 26.78 -12.84
C: -19.41 27.77 -8.78
H: -26.01 26.72 -9.77
H: -22.93 26.94 -3.93
C: -23.87 26.64 -7.90
N: -24.15 27.36 -5.60
H: -20.70 32.49 -10.63
H: -25.77 25.87 -21.50
H: -21.24 23.53 -10.50
C: -15.42 23.98 -15.22
N: -17.41 24.77 -13.86
N: -27.90 26.72 -11.84
H: -20.01 24.03 -4.68
C: -25.71 22.54 -19.27
H: -19.24 25.74 -13.53
H: -26.35 25.02 -10.11
C: -21.24 23.84 -9.45
H: -24.69 25.94 -8.06
H: -24.94 27.89 -3.01
H: -18.64 28.54 -8.84
H: -26.51 22.61 -20.01
H: -24.73 29.37 -3.87
H: -19.11 22.61 -13.69
H: -18.28 25.90 -11.33
C: -28.29 27.08 -13.23
H: -16.68 25.84 -10.68
H: -19.15 24.38 -9.37
H: -19.51 27.44 -9.82
H: -24.70 25.72 -3.28
C: -19.14 26.56 -7.82
H: -15.06 23.36 -16.04
H: -25.74 25.37 -16.10
H: -16.72 22.77 -14.12
H: -20.77 28.62 -14.72
H: -29.47 23.60 -11.44
C: -24.82 25.05 -16.60
H: -24.00 24.60 -19.99
H: -19.30 29.35 -12.96
H: -19.37 29.47 -15.38
H: -23.34 31.84 -11.33
H: -25.98 24.23 -21.74
H: -28.06 31.48 -18.69
N: -25.53 23.88 -18.67
H: -24.13 24.92 -15.77
H: -25.11 23.00 -16.82
H: -24.62 27.63 -14.72
H: -19.73 31.38 -9.77
H: -18.99 25.46 -5.09
C: -26.51 26.34 -11.85
H: -27.85 26.42 -13.98
C: -22.13 31.34 -13.06
H: -24.88 25.80 -19.21
H: -29.28 24.42 -12.97
C: -27.30 30.73 -18.49
H: -23.93 30.37 -12.18
H: -24.66 20.75 -20.10
H: -23.09 26.36 -8.62
H: -19.09 24.82 -14.95
H: -24.16 31.94 -12.90
C: -19.54 23.53 -13.28
C: -28.76 25.65 -11.29
H: -27.05 25.08 -20.60
C: -26.02 24.97 -20.94
C: -27.76 28.44 -13.63
N: -27.15 31.93 -16.33
H: -26.09 27.28 -4.65
H: -27.99 28.68 -14.67
H: -17.13 26.88 -12.06
C: -19.85 24.86 -5.37
H: -21.32 25.98 -11.97
H: -20.41 28.15 -8.56
H: -29.76 26.01 -11.09
C: -25.37 26.62 -5.13
C: -28.84 24.30 -11.98
H: -22.35 31.13 -14.11
H: -27.23 32.87 -14.47
C: -25.03 24.85 -19.73
C: -17.23 25.89 -11.62
C: -25.91 25.93 -10.51
H: -29.35 26.99 -13.47
H: -23.54 28.98 -2.66
H: -23.76 21.66 -19.00
H: -23.19 28.57 -15.29
C: -24.17 28.54 -3.43
H: -17.42 23.65 -15.57
C: -16.76 24.76 -12.51
H: -24.37 24.67 -4.67
H: -20.35 25.51 -10.00
H: -22.70 26.29 -10.81
C: -25.06 25.41 -4.26
H: -25.99 24.88 -4.06
H: -28.29 29.24 -13.12

Here are the Löwdin charges for atoms 1 to 99, given in e: atom 1 (C): -0.250, atom 2 (H): 0.091, atom 3 (H): 0.068, atom 4 (H): 0.106, atom 5 (C): -0.240, atom 6 (H): 0.057, atom 7 (H): 0.106, atom 8 (C): -0.234, atom 9 (C): -0.263, atom 10 (H): 0.080, atom 11 (C): -0.088, atom 12 (H): 0.100, atom 13 (H): 0.069, atom 14 (H): 0.075, atom 15 (H): 0.109, atom 16 (N): -0.196, atom 17 (H): 0.056, atom 18 (C): -0.079, atom 19 (H): 0.068, atom 20 (H): 0.068, atom 21 (H): 0.104, atom 22 (H): 0.070, atom 23 (H): 0.114, atom 24 (H): 0.065, atom 25 (C): -0.076, atom 26 (H): 0.104, atom 27 (H): 0.055, atom 28 (H): 0.116, atom 29 (C): 0.028, atom 30 (H): 0.058, atom 31 (H): 0.079, atom 32 (H): 0.079, atom 33 (N): 0.022, atom 34 (C): -0.263, atom 35 (O): 0.029, atom 36 (C): -0.541, atom 37 (N): -0.151, atom 38 (H): 0.077, atom 39 (H): 0.064, atom 40 (H): 0.099, atom 41 (H): 0.058, atom 42 (H): 0.102, atom 43 (H): 0.097, atom 44 (H): 0.101, atom 45 (O): 0.022, atom 46 (C): -0.064, atom 47 (C): -0.259, atom 48 (H): 0.132, atom 49 (H): 0.059, atom 50 (H): 0.099, atom 51 (C): -0.312, atom 52 (C): -0.288, atom 53 (C): -0.241, atom 54 (H): 0.114, atom 55 (H): 0.110, atom 56 (C): -0.055, atom 57 (H): 0.075, atom 58 (H): 0.053, atom 59 (H): 0.081, atom 60 (H): 0.048, atom 61 (H): 0.065, atom 62 (C): -0.102, atom 63 (H): 0.103, atom 64 (H): 0.112, atom 65 (C): -0.547, atom 66 (C): -0.073, atom 67 (H): 0.074, atom 68 (H): 0.102, atom 69 (C): -0.092, atom 70 (N): -0.164, atom 71 (H): 0.075, atom 72 (H): 0.058, atom 73 (H): 0.069, atom 74 (C): -0.102, atom 75 (N): -0.178, atom 76 (N): -0.157, atom 77 (H): 0.079, atom 78 (C): -0.288, atom 79 (H): 0.096, atom 80 (H): 0.070, atom 81 (C): -0.085, atom 82 (H): 0.052, atom 83 (H): 0.051, atom 84 (H): 0.073, atom 85 (H): 0.097, atom 86 (H): 0.077, atom 87 (H): 0.068, atom 88 (H): 0.038, atom 89 (C): -0.252, atom 90 (H): 0.073, atom 91 (H): 0.110, atom 92 (H): 0.026, atom 93 (H): 0.060, atom 94 (C): -0.231, atom 95 (H): 0.073, atom 96 (H): 0.073, atom 97 (H): 0.109, atom 98 (H): 0.060, atom 99 (H): 0.073



# C42H106N6O14

A 9-piece molecular cluster, C42H106N6O14 overall (ωB97M-V/def2-TZVPD, OMol25).

Gap between HOMO and LUMO (eV): 8.8
M (u): 919.3
Calculated total energy (eV): -82866.2800
E_LUMO (eV): 0.50
Net charge: 0
HOMO (eV): -8.34
SMILES: CC1(C)CCCC(C)(C)N1O.COCCNCCOC.COCCNCCOC.COCCNCCOC.COCCNCCOC.COCCNCCOC.CO.CO.CO

CARTESIAN COORDINATES (ANGSTROEM)
C: -1.21 -3.37 0.15
C: -1.65 -5.44 2.37
O: -4.63 1.03 0.25
C: -3.61 4.98 2.58
H: -1.88 -4.11 -0.29
H: -5.17 -3.00 -3.05
H: 10.34 5.41 3.39
H: -2.64 -5.20 2.81
C: -4.70 4.46 1.61
C: -2.41 -8.03 -1.13
H: -0.07 -1.59 -1.89
H: -7.19 -1.85 7.06
H: -1.41 -7.76 -1.48
O: -0.75 1.08 3.64
H: -6.49 1.35 -0.52
C: -0.31 1.35 -3.48
H: 0.83 -2.42 -7.84
H: -4.50 -0.02 -1.57
O: 2.47 -2.90 0.85
H: -6.96 3.15 1.23
H: 0.01 0.43 -6.87
H: 5.29 0.72 -2.81
H: 0.07 -1.24 -8.82
H: -1.87 -1.73 -8.07
C: -1.69 -7.88 2.45
H: -1.13 -9.07 0.64
H: 3.07 1.67 -7.30
O: -2.55 -7.74 0.24
H: 5.02 -0.85 -3.40
H: -4.23 2.54 1.75
O: -2.80 5.88 1.83
H: -3.13 0.50 4.69
C: 0.65 1.22 3.72
N: -0.04 0.92 -1.13
H: -0.52 -7.41 0.68
H: -0.65 -0.44 2.27
C: 0.18 -1.54 -7.77
H: -0.35 -0.55 0.00
O: 1.93 0.01 -7.43
H: -0.31 3.49 -4.00
H: 1.17 0.98 2.79
C: -0.53 3.19 -1.81
H: 9.76 4.16 2.18
C: 5.00 4.76 3.65
H: -0.18 -3.48 -0.20
H: 2.41 -0.22 -1.88
H: 1.29 3.42 0.61
N: 7.43 5.06 3.07
H: -6.65 -0.40 5.19
H: -0.84 1.54 1.14
O: -1.33 -3.20 1.54
H: 0.47 -3.53 -5.77
H: -2.78 -3.25 -3.47
H: -4.31 -4.08 -1.90
H: -1.46 -6.74 3.93
H: -0.74 -6.11 -4.73
C: 0.70 -0.42 -6.89
C: -0.44 -5.33 -4.01
C: 0.02 2.32 -0.69
H: 7.40 -1.09 -3.65
H: -2.53 -2.66 -6.05
H: -2.99 4.18 2.98
H: -0.88 5.17 2.15
C: -1.46 -2.51 -6.09
C: -4.78 -0.45 4.10
H: -3.08 -0.04 -0.67
O: 4.78 3.61 2.85
H: 1.94 1.91 0.28
H: -0.93 -4.44 -6.55
H: 2.42 1.35 -2.36
H: -1.21 -1.01 -2.81
H: -5.43 2.71 -0.77
O: -5.51 -1.87 5.88
H: -2.77 -7.89 2.56
C: -0.60 -3.74 -5.77
H: -3.45 1.45 -1.43
H: -4.80 -2.42 -1.51
H: -5.92 -3.06 7.42
C: 0.05 2.82 -3.21
C: -1.15 -0.21 3.22
H: 0.76 -0.68 -5.82
H: -1.61 3.07 -1.95
H: 10.89 4.84 -0.28
O: -1.02 -4.12 -4.48
H: 2.56 -1.90 2.72
O: 7.05 -0.19 -3.67
O: -3.17 -2.62 -2.85
C: -6.11 -2.02 7.16
H: 0.39 -1.54 -3.54
C: -2.64 -0.24 2.96
H: 12.14 5.84 0.23
H: -2.60 -9.09 -1.36
H: 2.79 3.35 3.17
C: 1.44 2.73 -0.24
C: -1.48 6.07 2.30
C: 2.00 -1.92 1.78
C: 8.44 5.84 2.37
H: 1.13 2.95 -3.32
H: 8.56 6.74 2.98
H: -3.00 0.64 2.41
C: 11.39 5.16 0.64
H: -5.16 -1.27 3.49
H: -2.09 2.17 0.20
H: -0.39 4.25 -1.61
N: -1.15 -2.02 -7.44
H: -1.23 -1.69 -5.39
H: 5.78 5.59 1.89
H: 5.35 4.52 4.66
H: -1.01 3.21 1.07
H: -4.26 4.56 0.62
H: -0.40 -3.86 3.26
H: -1.02 -5.61 -3.13
H: -4.12 5.53 3.38
O: 10.63 5.97 1.52
H: -5.14 0.52 3.69
C: 5.80 -0.23 -2.96
H: -0.80 -0.98 3.91
H: -3.14 -7.50 -1.75
H: -2.88 -1.04 2.25
C: -6.12 2.45 1.32
H: -5.25 0.12 6.24
N: -1.09 -6.62 2.99
H: -1.51 -2.40 -0.28
C: 9.81 5.22 2.45
H: 3.71 1.89 2.67
H: 8.19 6.13 1.35
H: 1.03 0.63 4.57
H: 2.25 -0.06 -3.54
H: 2.00 -0.94 1.32
H: 3.96 2.46 4.31
H: 2.14 3.21 -0.92
C: -5.58 -0.52 5.41
H: -5.68 -1.43 7.97
H: 0.61 -5.30 -3.74
C: -4.39 -3.06 -2.29
C: 3.73 2.79 3.29
H: 7.47 4.06 3.11
N: -5.02 3.09 2.08
C: -5.69 1.93 -0.05
H: 6.02 6.57 3.41
O: 0.42 0.02 -0.14
H: -1.39 1.20 -3.44
C: 1.90 0.42 -2.62
C: -1.04 2.33 0.41
H: 6.11 -0.62 -1.99
N: -3.34 -0.39 4.24
H: 3.24 0.67 -5.87
C: -3.92 0.63 -0.89
H: -6.47 1.69 2.01
H: -2.00 -5.57 1.34
H: -1.15 6.98 1.81
H: -0.01 1.17 -4.52
H: 0.21 -4.59 1.80
H: 4.08 5.36 3.66
H: -5.61 5.05 1.69
H: 11.95 4.40 1.19
C: -0.11 -0.95 -2.78
H: 2.86 -3.56 1.43
H: 0.95 -2.09 2.05
H: -1.44 6.20 3.39
C: 6.08 5.58 2.95
C: 0.38 0.47 -2.44
H: -1.23 -8.74 2.94
H: 0.83 2.25 4.02
C: -1.35 -8.05 0.98
H: 1.83 1.61 -6.04
C: 2.53 1.01 -6.63
C: -0.71 -4.24 2.28

Here are the Löwdin charges for atoms 1 to 99, given in e: atom 1 (C): -0.101, atom 2 (C): -0.225, atom 3 (O): -0.208, atom 4 (C): -0.205, atom 5 (H): 0.085, atom 6 (H): 0.078, atom 7 (H): 0.126, atom 8 (H): 0.134, atom 9 (C): -0.186, atom 10 (C): -0.129, atom 11 (H): 0.063, atom 12 (H): 0.084, atom 13 (H): 0.078, atom 14 (O): -0.191, atom 15 (H): 0.123, atom 16 (C): -0.130, atom 17 (H): 0.113, atom 18 (H): 0.083, atom 19 (O): -0.116, atom 20 (H): 0.115, atom 21 (H): 0.127, atom 22 (H): 0.071, atom 23 (H): 0.124, atom 24 (H): 0.099, atom 25 (C): -0.190, atom 26 (H): 0.118, atom 27 (H): 0.089, atom 28 (O): -0.217, atom 29 (H): 0.067, atom 30 (H): 0.071, atom 31 (O): -0.214, atom 32 (H): 0.113, atom 33 (C): -0.115, atom 34 (N): -0.084, atom 35 (H): 0.124, atom 36 (H): 0.086, atom 37 (C): -0.193, atom 38 (H): 0.076, atom 39 (O): -0.167, atom 40 (H): 0.108, atom 41 (H): 0.075, atom 42 (C): -0.117, atom 43 (H): 0.118, atom 44 (C): -0.226, atom 45 (H): 0.093, atom 46 (H): 0.086, atom 47 (H): 0.074, atom 48 (N): -0.074, atom 49 (H): 0.120, atom 50 (H): 0.062, atom 51 (O): -0.199, atom 52 (H): 0.125, atom 53 (H): 0.046, atom 54 (H): 0.074, atom 55 (H): 0.105, atom 56 (H): 0.092, atom 57 (C): -0.229, atom 58 (C): -0.086, atom 59 (C): -0.467, atom 60 (H): 0.069, atom 61 (H): 0.126, atom 62 (H): 0.115, atom 63 (H): 0.065, atom 64 (C): -0.190, atom 65 (C): -0.202, atom 66 (H): 0.081, atom 67 (O): -0.208, atom 68 (H): 0.072, atom 69 (H): 0.130, atom 70 (H): 0.067, atom 71 (H): 0.074, atom 72 (H): 0.122, atom 73 (O): -0.212, atom 74 (H): 0.123, atom 75 (C): -0.204, atom 76 (H): 0.078, atom 77 (H): 0.068, atom 78 (H): 0.084, atom 79 (C): -0.167, atom 80 (C): -0.233, atom 81 (H): 0.100, atom 82 (H): 0.106, atom 83 (H): 0.085, atom 84 (O): -0.229, atom 85 (H): 0.087, atom 86 (O): -0.125, atom 87 (O): -0.134, atom 88 (C): -0.128, atom 89 (H): 0.079, atom 90 (C): -0.196, atom 91 (H): 0.083, atom 92 (H): 0.087, atom 93 (H): 0.079, atom 94 (C): -0.003, atom 95 (C): -0.108, atom 96 (C): -0.152, atom 97 (C): -0.215, atom 98 (H): 0.100, atom 99 (H): 0.121